{"formula": "C6H11N2O", "method": "wB97M-V/def2-TZVPD", "smiles": "[NH2+]=C(O)N=C1CCCC1", "charge": 1, "homo_ev": -14.08, "homo_lumo_gap_ev": 10.1, "species": ["C", "C", "C", "C", "C", "C", "N", "N", "O", "H", "H", "H", "H", "H", "H", "H", "H", "H", "H", "H"], "positions_angstrom": [[-0.1527, -0.4089, 0.1931], [-2.6084, -0.1641, 0.0542], [0.1750, 0.9292, -0.2415], [1.0093, -1.2559, 0.6721], [1.7287, 1.0360, 0.1410], [2.2508, -0.4316, 0.3343], [-1.3361, -0.9232, 0.0604], [-3.6078, -0.6215, -0.6092], [-2.6516, 0.7878, 0.9061], [0.0281, 1.0534, -1.3380], [-0.4814, 1.6877, 0.1170], [0.9198, -1.5117, 1.7046], [1.0367, -2.2617, 0.2197], [2.2746, 1.4970, -0.6816], [1.8265, 1.6328, 0.9399], [3.1115, -0.6915, 1.1151], [2.7821, -0.6649, -0.5240], [-3.5924, -1.5319, -1.1389], [-4.4812, -0.3435, -0.3696], [-3.5316, 1.1797, 1.0346]], "atomic_forces_ev_per_a": [[-2.102, -1.750, -0.453], [6.062, -2.956, 0.059], [2.939, 0.634, -0.846], [0.203, -0.260, -1.799], [-0.747, -1.806, -2.976], [0.792, 0.559, 3.121], [-3.176, 1.203, 0.639], [1.243, -2.755, -2.030], [-0.700, 1.148, 0.604], [0.264, -0.619, 0.445], [-0.246, 0.599, 0.898], [-0.240, 0.377, 1.002], [-0.353, 0.433, -0.223], [-0.030, 0.082, 0.102], [0.443, 2.032, 3.121], [-1.960, 1.355, -1.087], [0.268, -1.037, -2.082], [0.582, 1.515, 0.803], [-3.279, 1.188, 0.645], [0.034, 0.061, 0.058]]}

{"formula": "C40H36BrCdCl6N5O6", "method": "wB97M-V/def2-TZVPD", "charge": -2, "homo_ev": [-1.66, -1.66], "homo_lumo_gap_ev": [5.4, 5.4], "species": ["Cd", "O", "C", "C", "C", "C", "C", "C", "C", "O", "N", "N", "C", "C", "Br", "C", "C", "C", "C", "C", "C", "C", "H", "H", "H", "H", "H", "H", "H", "H", "H", "H", "H", "H", "H", "H", "N", "C", "C", "C", "C", "N", "H", "H", "H", "H", "H", "H", "H", "H", "H", "H", "H", "H", "Cl", "C", "C", "Cl", "C", "Cl", "C", "O", "C", "O", "C", "Cl", "Cl", "C", "C", "C", "C", "C", "Cl", "C", "N", "C", "C", "C", "C", "C", "C", "C", "C", "O", "O", "H", "H", "H", "H", "H", "H", "H", "H", "H", "H"], "positions_angstrom": [[1.4993, -0.7255, -0.4959], [0.0966, -4.0502, -3.6306], [-0.9897, -3.6118, -4.1955], [-1.6547, -4.3234, -5.2238], [-2.8241, -3.8535, -5.7898], [-3.3985, -2.6576, -5.3666], [-2.7524, -1.9271, -4.3770], [-1.5741, -2.3748, -3.8063], [-0.8810, -1.5737, -2.7295], [0.4476, -1.9362, -2.5808], [-1.6036, -1.8479, -1.4631], [-1.0277, -1.8381, -0.2947], [-1.7662, -2.0121, 0.7464], [-1.2809, -2.1813, 2.0802], [0.6178, -2.3621, 2.2761], [-2.0288, -2.3499, 3.1827], [-3.4716, -2.1590, 3.3134], [-4.1531, -2.8531, 4.3208], [-5.5143, -2.6930, 4.5103], [-6.2331, -1.8162, 3.7091], [-5.5673, -1.0906, 2.7318], [-4.2070, -1.2566, 2.5341], [0.4239, -2.9341, -2.9425], [-1.2118, -5.2557, -5.5566], [-3.3019, -4.4208, -6.5827], [-4.3165, -2.2943, -5.8119], [-3.1687, -0.9783, -4.0476], [-0.9503, -0.5027, -2.9355], [-2.6159, -1.8559, -1.5173], [-2.8423, -2.1421, 0.6184], [-1.5211, -2.6584, 4.0882], [-3.5960, -3.5298, 4.9585], [-6.0190, -3.2475, 5.2927], [-7.2979, -1.6854, 3.8566], [-6.1100, -0.3742, 2.1273], [-3.6982, -0.6394, 1.8050], [2.4988, 0.0488, -2.4064], [3.7933, -0.5441, -2.7625], [3.6376, -1.9648, -3.3313], [4.0831, -3.1147, -2.4126], [2.9821, -3.7409, -1.5622], [2.5082, -2.8532, -0.4956], [1.8147, -0.0765, -3.1481], [2.6014, 1.0473, -2.2671], [4.4043, -0.5542, -1.8561], [4.3085, 0.0776, -3.5037], [4.2237, -2.0245, -4.2501], [2.5895, -2.1151, -3.5974], [4.8931, -2.7768, -1.7566], [4.4832, -3.9157, -3.0396], [3.3803, -4.6727, -1.1383], [2.1341, -3.9999, -2.1996], [3.2844, -2.5049, 0.0693], [1.8935, -3.3728, 0.1212], [0.9361, 6.8952, -1.4357], [0.8608, 5.1332, -1.7505], [0.5280, 4.7453, -3.0929], [0.8297, 5.9494, -4.3261], [0.2730, 3.4593, -3.5462], [0.3108, 3.1278, -5.2666], [-0.1310, 2.3275, -2.7557], [-0.3409, 1.2149, -3.2499], [1.1831, 2.8771, -0.7596], [0.7537, 0.8750, 0.5593], [1.4079, 4.3327, -0.8280], [1.6698, 4.6262, 2.1053], [-1.4360, 1.4845, 4.2775], [-0.2408, 2.4915, 4.9888], [-0.5294, 3.0521, 6.2231], [0.4427, 3.7684, 6.8959], [1.7103, 3.8698, 6.3542], [1.9808, 3.3209, 5.1119], [3.5914, 3.4402, 4.5058], [0.9980, 2.6622, 4.3494], [1.2886, 2.1760, 3.0675], [0.8866, 2.8502, 1.8784], [-0.5557, 3.2143, 1.8036], [-1.4434, 3.0901, 0.8054], [-1.3158, 2.6762, -0.5847], [-0.1879, 2.5790, -1.2960], [1.4430, 2.0798, 0.6027], [2.9956, 1.9142, 0.7404], [3.3860, 0.6001, 1.4343], [3.6185, 0.5979, 2.6529], [3.4709, -0.4046, 0.6554], [-1.5123, 2.9020, 6.6488], [0.2221, 4.2170, 7.8561], [2.4991, 4.3892, 6.8812], [2.2348, 1.7843, 3.0152], [-0.9197, 3.6681, 2.7165], [-2.4546, 3.3962, 1.0660], [-2.2576, 2.5436, -1.1115], [1.9284, 2.4930, -1.4759], [3.4079, 2.7720, 1.2699], [3.4464, 1.8778, -0.2534]], "atomic_forces_ev_per_a": [[-0.131, -0.707, -0.590], [-0.048, -0.329, -0.146], [-0.337, -0.108, -0.231], [0.161, -0.047, 0.036], [-0.085, 0.093, 0.024], [-0.084, -0.032, -0.072], [0.055, 0.003, -0.021], [0.096, -0.060, 0.068], [-0.115, 0.115, -0.074], [-0.177, 0.574, 0.246], [-0.186, -0.087, -0.026], [0.188, 0.122, 0.086], [-0.329, 0.024, -0.302], [0.421, -0.224, 0.281], [-0.325, 0.141, 0.150], [0.315, 0.070, 0.060], [-0.232, 0.087, -0.011], [0.042, -0.019, -0.074], [-0.055, 0.003, 0.022], [-0.022, 0.004, 0.001], [-0.071, -0.015, -0.002], [0.088, 0.075, 0.074], [0.432, -0.224, 0.042], [0.004, -0.003, 0.017], [0.013, -0.035, 0.024], [0.011, 0.001, -0.002], [0.057, 0.033, -0.035], [-0.025, -0.339, 0.124], [-0.029, -0.094, 0.078], [0.053, -0.029, -0.018], [0.032, 0.073, 0.014], [0.007, -0.004, -0.010], [0.017, -0.009, -0.004], [0.006, 0.002, 0.011], [0.013, -0.006, -0.013], [-0.005, -0.002, 0.047], [0.099, 0.220, -0.308], [0.085, -0.105, -0.041], [0.047, 0.045, 0.207], [-0.236, 0.088, 0.006], [0.086, 0.048, -0.201], [0.201, -0.030, 0.199], [-0.048, -0.006, 0.009], [0.056, -0.042, -0.085], [0.015, 0.022, -0.022], [-0.031, 0.025, 0.051], [-0.049, 0.000, -0.037], [0.034, -0.040, -0.150], [0.072, -0.039, -0.040], [0.050, -0.022, 0.056], [-0.076, 0.010, 0.016], [0.023, -0.046, 0.035], [-0.022, -0.089, 0.070], [-0.017, 0.057, 0.012], [-0.054, 0.417, 0.031], [0.251, -0.606, -0.003], [0.365, -0.296, 0.112], [-0.071, 0.010, -0.059], [-0.113, 0.462, -0.514], [-0.008, -0.074, 0.049], [-0.036, -0.227, 0.195], [-0.036, 0.569, 0.066], [-0.511, 0.087, 0.390], [0.113, 1.030, 0.464], [-0.049, 0.343, 0.137], [-0.119, 0.051, -0.275], [-0.353, -0.354, -0.201], [0.313, 0.095, -0.057], [-0.009, 0.048, 0.002], [-0.057, -0.060, 0.075], [0.117, 0.038, -0.007], [-0.155, -0.035, 0.012], [0.175, 0.006, 0.105], [0.068, 0.207, -0.104], [-0.403, -0.548, 0.089], [0.224, 0.223, -0.201], [-0.225, -0.201, -0.083], [0.221, -0.001, 0.262], [0.039, -0.014, -0.361], [0.001, -0.113, 0.309], [0.208, 0.067, -0.097], [-0.233, -0.129, 0.204], [0.234, 0.409, 0.142], [-0.086, -0.102, -0.156], [0.201, -0.492, 0.004], [0.005, -0.005, -0.012], [0.007, -0.004, 0.004], [0.017, -0.005, -0.026], [-0.045, -0.051, -0.059], [-0.067, -0.033, 0.022], [0.051, 0.072, -0.002], [0.027, 0.012, -0.034], [-0.067, -0.031, 0.042], [0.054, 0.009, -0.018], [-0.040, 0.083, 0.001]]}

Question: What is the formula in the second record?
Answer: C40H36BrCdCl6N5O6